(1)
Density functional theory data (ωB97M-V with the def2-TZVPD basis set) for a structure of composition C59H49NO8P2PdS.

Values from the calculation:
relative energy (zero: lowest compared OMol25 entry of this formula, charge and spin): 23.4 kcal per mole
spin multiplicity: 1
LUMO: -2.6 eV
Kohn-Sham gap: 3.179 eV

```
121
Properties=species:S:1:pos:R:3:mulliken_charge:R:1
C 1.7977 -0.7137 6.2768 -0.73
C 1.1971 0.5472 6.2799 -0.55
C 0.1308 0.8285 5.4238 -0.41
C -0.2415 -0.1488 4.5119 0.01
O -1.1861 0.1837 3.5199 -0.06
P -1.0319 1.3851 2.4532 -0.30
O -2.5163 1.4848 1.8395 0.12
C -3.6587 0.7691 2.2126 0.36
C -4.7032 1.5193 2.7391 -0.29
C -5.9225 0.8778 2.9475 -0.61
C -6.0519 -0.4835 2.6548 -0.63
C -4.9649 -1.2247 2.1816 -0.82
C -3.7404 -0.5949 1.9445 -0.30
O -0.9275 2.6951 3.4207 -0.17
C -1.5071 3.9567 3.2943 0.48
C -1.6872 4.6953 4.4641 -0.59
C -2.3460 5.9237 4.3698 -0.49
C -2.7514 6.4075 3.1227 -0.63
C -2.4807 5.6797 1.9638 -0.93
C -1.8711 4.4264 2.0420 0.27
Pd 0.5466 1.0652 0.9002 1.23
P 1.5366 -0.9454 0.7638 0.44
O 2.5075 -1.3347 2.0166 -0.05
C 3.3865 -2.4301 2.1365 0.13
C 4.6996 -2.1522 2.5040 -0.24
C 5.6233 -3.1938 2.4310 -0.54
C 5.1992 -4.4839 2.1080 -0.55
C 3.8542 -4.7543 1.8559 -0.74
C 2.9230 -3.7192 1.8981 -0.29
O 0.5381 -2.2146 0.5231 0.04
C 0.3928 -2.7977 -0.7505 0.09
C 0.5539 -4.1747 -0.8469 -0.58
C 0.7491 -4.7213 -2.1185 -0.77
C 0.8139 -3.8903 -3.2367 -0.58
C 0.6546 -2.5141 -3.0907 -1.18
C 0.2860 -1.9712 -1.8639 0.31
O 2.5435 -1.1318 -0.5028 0.55
C 3.9366 -1.0659 -0.5564 0.59
C 4.5983 -2.1818 -1.0512 -0.67
C 5.9892 -2.1852 -0.9948 -0.54
C 6.6746 -1.0828 -0.4782 -0.70
C 5.9773 0.0410 -0.0347 -0.59
C 4.5864 0.0810 -0.1244 -0.19
C 1.2980 2.3392 -0.6569 -0.65
C 1.6774 3.3703 0.3374 0.90
C 2.6153 3.0598 1.3432 0.33
C 2.7923 3.9061 2.4363 -0.83
C 2.1224 5.1305 2.4921 -0.59
C 1.3012 5.5033 1.4236 -0.50
C 1.0774 4.6490 0.3487 -0.58
C 0.1349 2.5446 -1.5422 0.32
C 0.0491 2.1434 -2.8523 -1.38
C 0.3363 -1.4136 4.4814 -0.26
C 1.3778 -1.6852 5.3678 -0.42
H 2.6043 -0.9296 6.9779 0.39
H 1.5310 1.3313 6.9518 0.42
H -0.3729 1.7867 5.4546 0.45
H -4.5336 2.5735 2.9671 0.45
H -6.7553 1.4602 3.3353 0.42
H -7.0223 -0.9637 2.7767 0.39
H -5.0483 -2.2932 1.9770 0.42
H -2.8826 -1.1404 1.5467 0.55
H -1.3407 4.2801 5.4113 0.37
H -2.5383 6.4882 5.2802 0.40
H -3.2650 7.3664 3.0414 0.40
H -2.7322 6.0605 0.9764 0.41
H -1.6478 3.8395 1.1494 0.31
H 4.9751 -1.1340 2.7847 0.42
H 6.6780 -2.9814 2.6119 0.43
H 5.9218 -5.2985 2.0560 0.38
H 3.4977 -5.7577 1.6269 0.43
H 1.8603 -3.8945 1.7343 0.45
H 0.5646 -4.7817 0.0588 0.53
H 0.8683 -5.7974 -2.2243 0.40
H 0.9686 -4.3099 -4.2331 0.48
H 0.7290 -1.8370 -3.9375 0.61
H -0.0511 -0.9353 -1.7612 0.59
H 4.0104 -3.0234 -1.4271 0.47
H 6.5295 -3.0599 -1.3488 0.43
H 7.7651 -1.0998 -0.4185 0.38
H 6.4885 0.9122 0.3765 0.43
H 3.9987 0.9577 0.1438 -0.27
H 2.1240 1.7481 -1.0772 0.78
H 3.1481 2.1084 1.3184 0.13
H 3.4304 3.5991 3.2637 0.42
H 2.2614 5.8050 3.3406 0.43
H 0.7948 6.4681 1.4426 0.38
H 0.4095 4.9254 -0.4695 0.58
H -0.7176 3.0400 -1.0512 0.08
H 0.7535 1.4233 -3.2733 0.24
H -0.6315 2.6427 -3.5216 0.41
H -0.0050 -2.1593 3.7624 0.49
H 1.8691 -2.6564 5.3220 0.44
C -6.9842 -0.9108 -3.1288 -0.43
C -6.5366 -0.4701 -4.3789 -0.59
C -5.2022 -0.0905 -4.5666 -0.39
C -4.3002 -0.1492 -3.4930 -0.09
S -2.5784 0.3653 -3.6520 1.18
C -1.7001 -1.0141 -4.1650 -0.79
C -1.1326 -1.3075 -5.4390 -0.07
C -1.2080 -2.6529 -5.9379 -0.63
C -0.2544 -3.1182 -6.8148 -0.59
C 0.7609 -2.2587 -7.2660 0.51
C 1.8966 -2.8217 -7.9295 0.02
N 2.8433 -3.3188 -8.4074 -0.60
C 0.7035 -0.8823 -6.9749 -0.66
C -0.2725 -0.3882 -6.1286 -0.30
O -2.5906 1.4168 -4.6427 -0.79
O -2.1050 0.6316 -2.3020 -0.60
C -4.7407 -0.6158 -2.2514 -0.25
C -6.0739 -0.9992 -2.0686 -0.56
H -8.0365 -1.1737 -2.9822 0.36
H -7.2448 -0.4159 -5.2091 0.35
H -4.8769 0.2543 -5.5466 0.40
H -1.8640 -1.8303 -3.4681 0.79
H -2.0104 -3.2999 -5.5722 0.42
H -0.2614 -4.1608 -7.1394 0.45
H 1.4471 -0.2030 -7.3984 0.43
H -0.3697 0.6754 -5.8970 0.55
H -4.0368 -0.6709 -1.4239 0.34
H -6.3995 -1.3581 -1.0900 0.40
```



(2)
Density functional theory data (ωB97M-V with the def2-TZVPD basis set) for a structure of composition C59H50N9NaO3S3Te.

Values from the calculation:
relative energy (zero: lowest compared OMol25 entry of this formula, charge and spin): 89.3 kcal per mole
total charge: -2
spin multiplicity: 1
LUMO (spin up / spin down): 3.1 / 3.1 eV
Kohn-Sham gap (spin up / spin down): 3.774 / 5.308 eV

```
126
Properties=species:S:1:pos:R:3:mulliken_charge:R:1
Na 0.6749 -1.2776 0.2458 1.08
C 4.9205 -3.0131 -1.7160 -0.69
O 4.2912 -3.9573 -0.8098 -0.46
C 3.3029 -3.2337 -0.2202 0.08
N 3.2448 -1.9947 -0.4046 0.27
C 4.3962 -1.6338 -1.2561 0.48
C 4.0820 -0.6718 -2.3703 -0.48
C 2.7049 -0.3489 -2.7280 -0.14
C 2.5676 0.3041 -4.0663 -0.19
C 3.5503 1.0253 -4.5996 -1.53
C 4.8095 1.3380 -3.8466 -0.12
C 4.9903 0.4824 -2.5555 -0.70
C 2.3520 -4.0270 0.6163 -0.26
C 2.7082 -5.2544 1.1421 -0.92
C 1.7622 -5.9374 1.8930 -0.61
C 0.4963 -5.4006 2.0371 -1.00
C 0.2307 -4.1779 1.4402 -0.78
N 1.1539 -3.4854 0.7766 0.70
C -1.1409 -3.5992 1.4333 0.49
N -1.4513 -2.4710 0.9730 0.94
C -2.9189 -2.3662 1.0578 0.00
C -3.3303 -3.6652 1.7916 -0.65
O -2.1009 -4.4259 1.9171 -0.51
C -3.5715 -2.2175 -0.2934 0.35
C -3.0937 -2.9134 -1.3971 -0.14
C -3.7248 -2.7935 -2.6259 -0.23
C -4.8505 -1.9891 -2.7589 -0.29
C -5.3388 -1.3025 -1.6548 -0.91
C -4.6939 -1.4119 -0.4293 -0.16
H 4.6038 -3.2431 -2.7325 0.44
H 5.9984 -3.1230 -1.6228 0.30
H 5.1366 -1.1520 -0.6055 0.69
H 1.9689 -1.1243 -2.5304 -0.22
H 1.6153 0.1800 -4.5700 0.28
H 3.4112 1.5023 -5.5649 0.36
H 5.6779 1.3428 -4.5109 0.55
H 6.0410 0.2627 -2.3485 0.77
H 3.6961 -5.6526 0.9591 0.56
H 2.0064 -6.8900 2.3453 0.43
H -0.2867 -5.9103 2.5792 0.60
H -3.1559 -1.5002 1.6768 0.07
H -4.0354 -4.2629 1.2174 0.39
H -3.7114 -3.4718 2.7920 0.27
H -2.1812 -3.4924 -1.3180 -0.07
H -3.3105 -3.3051 -3.4858 0.24
H -5.3249 -1.8716 -3.7260 0.39
H -6.2009 -0.6535 -1.7553 0.36
H -5.0450 -0.8411 0.4239 0.41
N -4.2088 2.2008 -8.5737 -0.69
C -3.6757 1.7600 -7.6489 0.02
C -3.0135 1.2125 -6.5019 0.44
C -2.5473 2.0440 -5.4666 -0.89
C -1.9121 1.5156 -4.3716 -0.38
C -1.6718 0.1164 -4.2369 0.55
C -2.1608 -0.7001 -5.2979 -0.21
C -2.8109 -0.1713 -6.3856 -1.17
C -0.9951 -0.4108 -3.0920 1.26
C -1.1397 0.3259 -1.8361 -1.16
C -2.3173 0.9231 -1.3829 -0.47
C -2.0494 1.4488 -0.1044 -1.52
C -0.7085 1.1643 0.1417 -0.37
N -0.1503 0.4843 -0.8940 0.98
C -0.2615 -1.6528 -3.1674 -0.60
C 0.1764 -2.3395 -4.3254 -0.38
C 0.8277 -3.4965 -3.8867 -2.16
C 0.7569 -3.4517 -2.4865 -0.67
N 0.1283 -2.3481 -2.0411 1.40
H -2.6887 3.1153 -5.5456 0.43
H -1.5579 2.1713 -3.5872 0.48
H -2.0499 -1.7707 -5.2178 0.49
H -3.1910 -0.8266 -7.1609 0.42
H -3.2611 0.9189 -1.9084 0.75
H -2.7408 1.9532 0.5566 0.51
H -0.1049 1.4657 0.9859 0.06
H 0.0852 -1.9999 -5.3465 0.64
H 1.2926 -4.2632 -4.4909 0.39
H 1.1493 -4.1905 -1.7969 0.52
O 1.5090 -0.1532 2.0899 -0.25
C 1.5783 0.4378 3.1566 0.04
C 1.9001 1.9142 3.1890 -0.89
C 0.6483 2.7385 3.5428 0.60
C 0.4053 2.8715 5.0438 -1.17
C 0.0952 1.5466 5.7353 0.58
C 1.2101 0.5088 5.6231 -1.14
N 1.3010 -0.1672 4.3361 0.05
H 2.2665 2.1639 2.1951 -0.09
H 2.6999 2.1180 3.9103 0.63
H -0.2307 2.2732 3.0854 -0.45
H 0.7463 3.7312 3.0987 0.39
H -0.4307 3.5576 5.2065 0.37
H 1.2898 3.3296 5.5082 0.46
H -0.8122 1.1167 5.3054 -0.62
H -0.0993 1.7286 6.7973 0.45
H 1.0461 -0.2754 6.3613 0.44
H 2.1784 0.9645 5.8567 0.32
H 0.7742 -1.0256 4.2373 0.13
Te 2.3250 1.2647 -1.2027 0.13
C 4.4696 1.7159 -1.7075 0.62
C 4.6948 2.6240 -2.9499 0.54
C 5.9611 3.4266 -2.8916 -1.25
C 6.6992 3.5258 -1.7866 -0.49
C 6.3054 2.8685 -0.5267 -0.67
C 5.2674 2.0288 -0.4917 -0.79
H 3.8538 3.2646 -3.2290 0.39
H 6.2688 3.9409 -3.7994 0.37
H 7.6095 4.1159 -1.7965 0.37
H 6.8743 3.0813 0.3714 0.41
H 4.9918 1.5405 0.4399 0.37
S -6.1080 1.8335 6.4310 -0.45
C -4.7424 1.2102 5.6770 0.28
S -4.3376 -0.4658 5.7485 -0.23
C -2.9106 -0.2358 4.7446 0.28
N -2.7802 1.0111 4.3954 -0.50
N -3.7971 1.8056 4.9252 0.33
C -3.7008 3.1841 4.5601 0.27
C -4.2667 4.1877 5.3350 -0.55
C -4.1285 5.5140 4.9431 -0.66
C -3.4347 5.8519 3.7917 -0.55
C -2.8660 4.8407 3.0256 -0.47
C -2.9927 3.5148 3.4037 0.11
S -1.8640 -1.5174 4.3523 -0.44
H -4.8087 3.9366 6.2340 0.29
H -4.5748 6.2876 5.5568 0.34
H -3.3397 6.8879 3.4914 0.39
H -2.3205 5.0747 2.1196 0.46
H -2.5496 2.7288 2.8115 0.16
```



- What is the spin multiplicity in the second record?
  1



- What is the spin multiplicity in the first record?
  1